# 1
{
  "formula": "C38H109N5O23",
  "method": "the ωB97M-V functional and the def2-TZVPD basis",
  "elements": ["C", "C", "C", "O", "C", "N", "H", "H", "H", "H", "H", "H", "H", "H", "H", "H", "H", "C", "C", "C", "O", "C", "N", "H", "H", "H", "H", "H", "H", "H", "H", "H", "H", "H", "C", "C", "C", "O", "C", "N", "H", "H", "H", "H", "H", "H", "H", "H", "H", "H", "H", "C", "C", "C", "O", "C", "N", "H", "H", "H", "H", "H", "H", "H", "H", "H", "H", "H", "C", "C", "C", "O", "C", "N", "H", "H", "H", "H", "H", "H", "H", "H", "H", "H", "H", "C", "C", "O", "O", "H", "H", "H", "H", "H", "H", "C", "C", "O", "O", "H", "H", "H", "H", "H", "H", "C", "C", "O", "O", "H", "H", "H", "H", "H", "H", "C", "C", "O", "O", "H", "H", "H", "H", "H", "H", "C", "C", "O", "O", "H", "H", "H", "H", "H", "H", "C", "C", "O", "O", "H", "H", "H", "H", "H", "H", "C", "C", "O", "O", "H", "H", "H", "H", "H", "H", "C", "C", "O", "O", "H", "H", "H", "H", "H", "H", "C", "C", "O", "O", "H", "H", "H", "H", "H", "H"],
  "positions_angstrom": [[-0.972, -1.649, -1.359], [-0.050, -0.456, -0.951], [-0.523, 0.060, 0.487], [0.139, 1.407, 0.813], [-0.601, 2.505, 0.520], [1.314, -1.189, -0.934], [-0.809, -2.702, -1.130], [-1.250, -1.639, -2.413], [-1.945, -1.264, -1.054], [-0.041, 0.315, -1.721], [-0.289, -0.661, 1.271], [-1.613, 0.060, 0.521], [-1.524, 2.575, 1.095], [-0.802, 2.591, -0.548], [-0.003, 3.400, 0.693], [1.235, -2.024, -0.371], [1.338, -1.590, -1.860], [-5.900, 1.232, -1.428], [-4.450, 1.376, -1.003], [-3.707, 2.479, -1.774], [-3.378, 2.007, -3.063], [-2.543, 2.874, -3.776], [-4.499, 1.718, 0.397], [-6.495, 0.415, -1.019], [-5.831, 1.063, -2.502], [-6.452, 2.162, -1.292], [-3.923, 0.428, -1.110], [-2.817, 2.722, -1.195], [-4.301, 3.390, -1.847], [-2.209, 2.239, -4.596], [-1.586, 3.172, -3.348], [-3.033, 3.788, -4.112], [-5.329, 1.418, 0.889], [-4.574, 2.683, 0.687], [3.199, 3.001, -4.336], [3.502, 2.038, -5.549], [2.837, 0.617, -5.511], [3.157, 0.048, -4.266], [2.665, -1.301, -4.035], [3.249, 2.667, -6.786], [2.119, 3.124, -4.262], [3.733, 3.951, -4.320], [3.508, 2.564, -3.386], [4.578, 1.913, -5.669], [3.167, 0.063, -6.390], [1.750, 0.574, -5.578], [3.364, -1.805, -3.368], [2.599, -1.878, -4.957], [1.733, -1.312, -3.469], [2.344, 3.105, -6.887], [3.250, 1.924, -7.470], [-2.351, -6.316, 1.903], [-2.503, -4.992, 2.750], [-1.956, -4.988, 4.232], [-2.316, -3.730, 4.818], [-1.956, -3.623, 6.191], [-1.964, -3.851, 2.012], [-2.712, -7.234, 2.368], [-1.287, -6.526, 2.011], [-2.665, -6.187, 0.868], [-3.559, -4.728, 2.813], [-0.870, -5.063, 4.164], [-2.281, -5.797, 4.887], [-2.473, -4.105, 7.021], [-2.067, -2.560, 6.407], [-0.893, -3.795, 6.359], [-2.477, -3.109, 2.466], [-2.290, -3.849, 1.056], [2.175, 5.222, 0.401], [1.950, 4.860, -1.048], [0.904, 5.714, -1.692], [-0.351, 5.510, -1.008], [-1.348, 6.470, -1.419], [3.189, 5.112, -1.789], [1.265, 5.241, 1.001], [2.343, 6.299, 0.418], [2.847, 4.508, 0.878], [1.745, 3.796, -1.166], [0.835, 5.467, -2.751], [1.084, 6.783, -1.576], [-0.989, 7.498, -1.452], [-2.118, 6.340, -0.657], [-1.752, 6.228, -2.402], [3.250, 6.116, -1.874], [3.965, 4.907, -1.176], [1.821, -4.629, -0.601], [0.898, -4.590, 0.590], [0.485, -3.267, 1.161], [3.076, -4.122, -0.176], [1.271, -4.199, -1.438], [1.811, -5.692, -0.843], [1.316, -5.193, 1.395], [0.041, -5.194, 0.290], [-0.394, -3.503, 1.467], [3.492, -4.971, -0.009], [2.095, -3.188, 4.152], [1.400, -2.103, 4.904], [2.308, -1.091, 5.291], [2.561, -2.585, 2.951], [1.306, -3.909, 3.937], [2.826, -3.736, 4.747], [1.173, -2.430, 5.919], [0.457, -1.796, 4.450], [1.866, -0.591, 5.981], [1.938, -2.696, 2.230], [-2.769, -1.523, -5.354], [-3.093, -0.497, -6.535], [-4.487, -0.617, -6.686], [-3.434, -1.031, -4.197], [-1.766, -1.356, -4.960], [-2.779, -2.514, -5.808], [-2.614, -0.815, -7.461], [-2.720, 0.516, -6.384], [-4.843, -0.315, -7.525], [-3.848, -0.184, -4.377], [-2.332, -4.531, -3.082], [-2.124, -5.670, -2.137], [-0.810, -5.783, -1.858], [-3.477, -3.792, -2.511], [-2.544, -4.838, -4.106], [-1.469, -3.868, -3.138], [-2.357, -6.625, -2.608], [-2.702, -5.619, -1.214], [-0.566, -6.679, -1.617], [-3.849, -3.258, -3.217], [5.739, -2.273, 0.209], [7.083, -2.410, 0.910], [7.259, -1.324, 1.898], [4.600, -2.283, 1.042], [5.656, -3.180, -0.390], [5.773, -1.454, -0.510], [7.857, -2.456, 0.144], [7.045, -3.333, 1.488], [8.192, -1.186, 2.080], [3.910, -2.741, 0.557], [2.562, 2.969, 3.264], [1.652, 1.910, 3.795], [1.772, 0.755, 2.969], [3.891, 2.593, 3.247], [2.491, 3.903, 3.821], [2.236, 3.138, 2.237], [0.646, 2.322, 3.713], [1.785, 1.856, 4.876], [1.345, 1.017, 2.150], [4.386, 3.319, 2.860], [-3.558, 0.024, 3.693], [-5.009, 0.395, 4.162], [-5.928, 0.382, 2.951], [-3.189, 1.238, 2.990], [-3.632, -0.785, 2.967], [-2.897, -0.111, 4.550], [-5.127, 1.392, 4.587], [-5.410, -0.380, 4.814], [-5.945, -0.535, 2.667], [-3.706, 1.241, 2.181], [-1.705, 3.964, 3.744], [-1.792, 4.121, 5.228], [-0.510, 3.532, 5.881], [-0.647, 4.837, 3.228], [-2.646, 4.233, 3.262], [-1.600, 2.902, 3.523], [-2.562, 3.469, 5.641], [-1.990, 5.185, 5.357], [0.185, 4.031, 5.446], [-1.073, 5.679, 3.054], [3.163, 1.386, -0.383], [4.656, 1.523, -0.671], [5.556, 1.341, 0.418], [2.892, 0.267, 0.547], [2.614, 1.500, -1.317], [2.793, 2.258, 0.157], [4.942, 2.434, -1.198], [4.816, 0.704, -1.372], [6.399, 1.526, -0.002], [2.162, -0.229, 0.169]],
  "de_lowest_kj_mol": 938.9,
  "charge": 0
}


# 2
{
  "formula": "C2HErO3",
  "method": "the ωB97M-V functional and the def2-TZVPD basis",
  "elements": ["H", "O", "O", "O", "C", "C", "Er"],
  "positions_angstrom": [[-1.118, 3.017, -0.028], [0.572, 1.845, 0.029], [-1.398, -2.788, 0.066], [0.670, -1.788, -0.062], [-0.597, 2.047, 0.138], [-0.308, -2.430, 0.000], [2.178, 0.097, -0.143]],
  "de_lowest_kj_mol": 9.4,
  "multiplicity": 5,
  "s_squared": 6.01,
  "charge": 3
}


# 3
{
  "formula": "C48H114BFN6O32P4",
  "method": "the ωB97M-V functional and the def2-TZVPD basis",
  "elements": ["C", "C", "C", "C", "N", "C", "C", "C", "C", "C", "H", "H", "H", "H", "H", "H", "H", "H", "H", "H", "H", "H", "H", "H", "H", "H", "H", "H", "H", "H", "O", "C", "O", "B", "O", "C", "O", "O", "C", "O", "C", "O", "O", "C", "C", "C", "O", "C", "N", "H", "H", "H", "H", "H", "H", "H", "H", "H", "H", "H", "C", "C", "C", "O", "C", "N", "H", "H", "H", "H", "H", "H", "H", "H", "H", "H", "H", "C", "C", "C", "O", "C", "N", "H", "H", "H", "H", "H", "H", "H", "H", "H", "H", "H", "C", "C", "C", "O", "C", "N", "H", "H", "H", "H", "H", "H", "H", "H", "H", "H", "H", "C", "C", "C", "O", "C", "N", "H", "H", "H", "H", "H", "H", "H", "H", "H", "H", "H", "C", "O", "P", "O", "O", "C", "O", "C", "H", "H", "H", "H", "H", "H", "H", "H", "H", "C", "O", "P", "O", "O", "C", "O", "C", "H", "H", "H", "H", "H", "H", "H", "H", "H", "C", "O", "P", "O", "O", "C", "O", "C", "H", "H", "H", "H", "H", "H", "H", "H", "H", "C", "O", "P", "O", "O", "C", "O", "C", "H", "H", "H", "H", "H", "H", "H", "H", "H", "C", "C", "O", "C", "O", "O", "F", "H", "H", "H"],
  "positions_angstrom": [[9.316, 1.688, -7.025], [7.986, 2.412, -6.922], [8.095, 3.649, -5.961], [8.904, 4.822, -6.452], [8.427, 6.222, -5.920], [7.008, 6.484, -6.364], [6.942, 8.003, -6.169], [8.383, 8.591, -6.349], [9.171, 7.350, -6.593], [8.453, 6.287, -4.402], [9.360, 1.001, -7.870], [9.561, 1.040, -6.183], [10.203, 2.295, -7.209], [7.162, 1.754, -6.646], [7.825, 2.817, -7.921], [8.474, 3.375, -4.977], [7.066, 3.957, -5.773], [8.887, 5.040, -7.520], [9.923, 4.785, -6.067], [6.326, 5.859, -5.787], [6.937, 6.331, -7.441], [6.491, 8.364, -5.245], [6.269, 8.439, -6.908], [8.654, 9.303, -5.569], [8.566, 9.207, -7.230], [10.186, 7.324, -6.196], [9.163, 7.154, -7.665], [7.813, 5.470, -4.071], [8.099, 7.256, -4.050], [9.488, 6.181, -4.075], [-0.923, -2.090, 2.638], [-0.969, -1.463, 1.578], [-0.026, -1.217, 0.752], [-0.539, -0.403, -0.315], [-1.955, -0.089, -0.001], [-2.288, -0.842, 1.026], [-3.397, -0.999, 1.511], [-0.183, -1.274, -1.528], [0.621, -0.592, -2.362], [0.954, -0.801, -3.551], [0.846, 0.722, -1.620], [0.250, 0.754, -0.438], [1.350, 1.674, -2.112], [-1.031, -8.810, -4.487], [-0.626, -9.979, -5.429], [-1.852, -10.460, -6.304], [-1.391, -11.466, -7.218], [-2.523, -11.858, -8.032], [0.353, -9.536, -6.354], [-1.178, -7.871, -5.021], [-0.201, -8.756, -3.782], [-1.907, -8.909, -3.846], [-0.507, -10.945, -4.938], [-2.263, -9.578, -6.795], [-2.591, -10.808, -5.581], [-3.506, -11.398, -7.935], [-2.679, -12.934, -7.947], [-2.330, -11.804, -9.104], [0.311, -10.148, -7.156], [0.001, -8.678, -6.753], [-0.997, 8.422, -2.135], [-0.122, 9.316, -1.217], [-0.912, 9.983, 0.032], [-1.030, 9.016, 0.965], [-1.044, 9.449, 2.392], [0.972, 8.422, -0.736], [-1.573, 7.585, -1.739], [-0.395, 8.106, -2.987], [-1.752, 9.008, -2.660], [0.382, 10.139, -1.724], [-1.785, 10.564, -0.263], [-0.202, 10.718, 0.411], [-1.230, 8.492, 2.881], [-1.711, 10.290, 2.581], [-0.070, 9.751, 2.777], [0.525, 7.998, 0.064], [1.081, 7.643, -1.369], [1.019, -6.359, -12.075], [1.373, -4.915, -11.388], [1.137, -3.650, -12.385], [1.870, -3.670, -13.635], [3.254, -3.495, -13.458], [0.711, -4.796, -10.169], [1.279, -6.513, -13.122], [-0.070, -6.397, -12.049], [1.307, -7.203, -11.448], [2.461, -4.963, -11.344], [1.553, -2.869, -11.749], [0.076, -3.442, -12.521], [3.539, -2.942, -12.563], [3.701, -3.011, -14.327], [3.740, -4.436, -13.203], [-0.289, -4.908, -10.248], [0.939, -3.940, -9.682], [7.515, -6.653, 8.224], [7.664, -7.708, 7.044], [6.615, -7.348, 6.017], [6.639, -6.017, 5.493], [5.714, -5.786, 4.366], [9.008, -7.738, 6.539], [7.956, -6.972, 9.168], [6.482, -6.498, 8.534], [7.964, -5.699, 7.947], [7.432, -8.656, 7.529], [5.687, -7.675, 6.485], [6.671, -8.091, 5.222], [4.716, -6.119, 4.651], [5.903, -6.303, 3.425], [5.832, -4.737, 4.095], [9.088, -6.857, 6.051], [8.919, -8.364, 5.751], [3.711, 0.290, 14.347], [3.806, 1.100, 12.992], [2.955, 0.552, 11.799], [3.660, -0.615, 11.432], [3.011, -1.250, 10.352], [3.444, 2.363, 13.341], [2.689, 0.079, 14.661], [4.335, 0.692, 15.145], [4.136, -0.628, 13.941], [4.849, 1.207, 12.693], [3.111, 1.204, 10.941], [1.892, 0.418, 11.999], [3.431, -0.794, 9.455], [1.935, -1.310, 10.512], [3.379, -2.272, 10.266], [4.046, 2.493, 14.141], [2.558, 2.445, 13.819], [-8.651, 3.319, -7.275], [-7.382, 3.887, -7.290], [-6.367, 3.712, -8.525], [-5.353, 4.806, -8.584], [-5.744, 2.247, -8.263], [-4.964, 2.032, -7.098], [-7.331, 3.585, -9.908], [-6.671, 3.666, -11.130], [-8.894, 2.728, -6.392], [-8.708, 2.738, -8.195], [-9.416, 4.081, -7.423], [-3.911, 2.025, -7.381], [-4.899, 1.011, -6.723], [-5.047, 2.826, -6.356], [-7.424, 3.682, -11.917], [-5.964, 2.860, -11.329], [-5.952, 4.481, -11.045], [-15.820, -7.768, 2.464], [-14.392, -7.793, 2.364], [-13.579, -6.440, 2.886], [-14.257, -5.137, 2.606], [-13.265, -6.860, 4.469], [-14.224, -6.691, 5.508], [-12.078, -6.641, 2.168], [-11.121, -5.721, 2.299], [-16.364, -6.862, 2.730], [-16.243, -8.588, 3.045], [-16.233, -8.193, 1.549], [-14.839, -5.832, 5.238], [-13.582, -6.371, 6.328], [-14.826, -7.559, 5.776], [-11.320, -5.148, 1.393], [-10.193, -6.282, 2.186], [-11.121, -5.108, 3.200], [3.566, 4.216, 4.296], [4.784, 4.721, 4.737], [5.858, 5.404, 3.806], [5.325, 6.773, 3.425], [7.213, 5.341, 4.679], [8.466, 5.170, 4.003], [6.034, 4.311, 2.645], [6.308, 2.948, 2.986], [3.421, 4.260, 3.217], [2.772, 4.818, 4.737], [3.465, 3.190, 4.651], [8.403, 4.954, 2.937], [9.034, 4.297, 4.323], [9.055, 6.084, 4.080], [5.643, 2.156, 2.643], [6.487, 2.757, 4.044], [7.257, 2.690, 2.516], [-7.556, 3.382, 8.041], [-7.092, 4.650, 7.607], [-5.515, 4.989, 7.714], [-4.888, 4.566, 9.045], [-4.884, 4.512, 6.277], [-5.500, 4.806, 4.988], [-5.583, 6.572, 7.442], [-6.657, 7.288, 7.988], [-6.817, 2.890, 8.672], [-7.721, 2.674, 7.228], [-8.507, 3.375, 8.573], [-6.375, 5.444, 5.112], [-5.854, 3.964, 4.393], [-4.980, 5.416, 4.250], [-7.129, 6.836, 8.860], [-7.289, 7.640, 7.173], [-6.277, 8.149, 8.538], [-6.066, -4.203, 8.498], [-5.337, -5.433, 8.960], [-6.338, -6.189, 9.573], [-7.449, -5.490, 9.733], [-8.451, -5.998, 10.261], [-7.360, -4.246, 9.099], [-4.498, -4.988, 9.948], [-6.067, -4.262, 7.409], [-5.520, -3.276, 8.677], [-4.696, -5.896, 8.210]],
  "energy_ev": -166634.191,
  "charge": 0
}